The following is a quantum chemistry calculation of C8H8O2S in the gas phase in a non-equilibrium geometry, from OMol25.

The lowest unoccupied orbital energy (alpha / beta) is -0.9652 / -1.6621 eV. The calculation puts the gap between HOMO and LUMO (alpha / beta) at 7.16 / 7.93 eV. Its total energy is -858.0355 Eh.

Positions of all 19 atoms, in Å:
C 3.012 0.516 0.320
C 1.875 1.382 0.179
C 2.853 -0.897 0.317
C 0.620 0.746 0.085
C 1.649 -1.476 -0.020
C 0.490 -0.678 -0.123
C -3.521 1.428 -0.689
C -0.729 -1.256 -0.187
O -2.425 0.000 1.430
O -3.320 -1.286 -0.408
S -2.437 -0.217 -0.038
H 3.840 1.078 0.555
H 1.819 2.481 0.239
H 3.756 -1.567 0.527
H -0.395 1.143 0.189
H 1.715 -2.495 0.007
H -3.663 1.568 -1.747
H -4.225 1.703 -0.040
H -0.914 -2.171 -0.597

The following is a quantum chemistry calculation of 2 unconnected molecules or ions with the total composition C2H6N3O2 in a non-equilibrium geometry, from OMol25.

The lowest unoccupied orbital energy (alpha / beta) is 3.9304 / 3.8138 eV. Its net charge is -1. Its multiplicity is 3. The calculation puts the gap between HOMO and LUMO (alpha / beta) at 6.45 / 6.32 eV. Its total energy is -394.3349 Eh.

Positions of all 13 atoms, in Å:
C 1.475 -2.597 0.017
C -1.451 2.246 0.252
N -0.002 2.621 -1.657
N 0.910 -1.643 -0.843
N 0.252 -0.751 -0.305
O -0.088 -0.699 0.939
O -1.102 2.924 -1.006
H 2.556 -2.286 0.282
H 1.430 -3.619 -0.202
H 0.934 -2.498 0.925
H -2.612 2.133 0.127
H -1.374 2.837 1.121
H -0.928 1.331 0.350

The following is a quantum chemistry calculation of C9H18N3O9P3 in the gas phase in a non-equilibrium geometry, from OMol25.

The lowest unoccupied orbital energy is -1.1270 eV. The calculation puts the gap between HOMO and LUMO at 9.37 eV. As for the SMILES: COP(=O)(OC)c1nc(P(=O)(OC)OC)nc(P(=O)(OC)OC)n1. Its total energy is -2219.3320 Eh.

Positions of all 42 atoms, in Å:
O 0.744 3.126 -2.417
O 0.791 -0.300 3.815
O -2.780 -2.934 -1.482
N 0.591 0.959 0.167
N -0.204 -0.570 -1.429
N -0.679 -0.890 0.801
O 2.730 1.526 -2.748
O 0.425 1.270 -4.047
O -1.482 0.850 3.663
O 0.799 2.218 3.251
O -0.389 -3.792 -2.000
O -1.536 -4.214 0.345
C 0.462 0.591 -1.125
C 0.001 0.213 1.131
C -0.705 -1.354 -0.448
C 3.465 2.128 -1.676
C -0.908 1.799 -4.169
C -1.525 1.201 5.056
C 2.205 2.210 3.038
C -0.395 -3.144 -3.287
C -2.415 -3.739 1.381
P 1.098 1.699 -2.614
P 0.051 0.737 3.034
P -1.409 -3.106 -0.898
H 3.158 3.153 -1.429
H 3.238 1.605 -0.763
H 4.540 2.055 -1.838
H -0.862 2.891 -4.360
H -1.469 1.653 -3.238
H -1.467 1.350 -5.014
H -2.553 1.523 5.304
H -0.843 2.028 5.286
H -1.354 0.337 5.696
H 2.429 2.091 1.945
H 2.667 1.395 3.585
H 2.656 3.210 3.377
H -1.419 -2.872 -3.670
H 0.208 -2.224 -3.284
H 0.087 -3.844 -3.956
H -2.391 -4.459 2.235
H -3.471 -3.655 1.036
H -2.088 -2.724 1.748

Going through the records in order, we get relative energy (zero: lowest compared OMol25 entry of this formula, charge and spin) values of 7.949; 0.279; 0.000 eV.